1.
Molecular formula: C7H12N2O
Method: DFT, the ωB97M-V functional and the def2-TZVPD basis

XYZ file:
```
22
C7H12N2O | the Open Molecules 2025 dataset | the ωB97M-V functional and the def2-TZVPD basis
C -1.2615 -1.2959 0.5022
C 2.0868 0.6089 0.4782
C -1.1638 1.2068 0.3059
C 0.1472 1.4453 -0.4869
C -1.7988 -0.1315 0.2230
C -3.3295 -0.1680 0.0145
C 3.4505 -0.8910 -0.5362
N 1.1528 0.4359 -0.3210
N -1.0081 -2.4045 0.8929
O 3.2999 -0.0223 0.4850
H -0.7944 1.4343 1.3400
H -1.8370 1.9116 0.1045
H -0.1180 1.3471 -1.5419
H 0.5018 2.4201 -0.3694
H 2.0792 1.4893 1.2509
H -3.5875 -0.7628 -0.9884
H -3.8619 0.7860 0.0050
H -3.7850 -0.7125 0.8029
H 2.8984 -0.5709 -1.5174
H 3.0972 -2.0063 -0.2864
H 4.5491 -0.9822 -0.6720
H -0.7173 -3.1373 0.3146
```

Multiplicity: 1
HOMO-LUMO gap in eV: 8.9
SMILES: CO/C=N/CCC(C)=C=N

Atomic partial charges in e from the Mulliken method, atoms 1 to 2: 0.57 0.19

---

2.
Molecular formula: C7H12N2O2
Method: DFT, the ωB97M-V functional and the def2-TZVPD basis

XYZ file:
```
23
C7H12N2O2 | the Open Molecules 2025 dataset | the ωB97M-V functional and the def2-TZVPD basis
O -3.0677 1.0176 -0.2939
N 0.9197 0.3124 -2.3841
O -2.4224 0.0509 -2.2226
C -2.1831 0.6676 -1.0171
C -0.2523 0.1720 -1.9288
N -1.2771 -0.2258 -2.7842
C 2.0104 -1.1342 1.7753
C -0.8327 0.3548 1.8315
C -0.6401 0.6965 -0.6382
C 1.4247 -0.0964 0.7931
C -0.1553 -0.1717 0.6059
H 1.0267 -0.1162 -3.2945
H -1.1334 -0.0084 -3.7694
H 3.0133 -1.1617 1.5795
H 1.9264 -0.8230 2.8136
H 1.7334 -2.1812 1.5909
H -0.5155 -0.1367 2.7614
H -0.5452 1.3548 2.0307
H -1.9529 0.2422 1.9048
H -0.2554 1.8106 -0.5807
H 1.8741 -0.3733 -0.1546
H 1.7460 0.9634 0.8983
H -0.4415 -1.2143 0.4831
```

Multiplicity: 1
HOMO-LUMO gap in eV: 9.7
SMILES: [H]/N=C1\NOC(=O)[C@H]1[C@H](C)CC

Atomic partial charges in e from the Mulliken method, atoms 1 to 2: -0.52 -0.68

---

Energy relative to the best compared isomer or geometry (same formula, charge and spin) for the records above, in order: 86.0 87.0 kcal per mole